Record 1
This record from the OMol25 dataset describes C7H15N2PS in the gas phase at a distorted geometry. The level of theory is the ωB97M-V functional and the def2-TZVPD basis.

As for the molar mass: 190.25 g/mol. The HOMO-LUMO gap (alpha / beta) comes out at 0.2806 / 0.2663 Ha. The value obtained for the HOMO energy (alpha / beta) is -0.32124 / -0.27871 hartree. For the energy above the lowest of the compared OMol25 structures with the same formula, charge and spin, the calculation gives 100.1 kcal per mole.

Last column: Löwdin charge in e.
Geometry (Å):
1 C -0.685 0.819 0.942  -0.12
2 C 0.198 1.417 0.119  -0.29
3 C -1.142 -0.624 1.095  -0.43
4 C -2.785 -0.552 -0.849  -0.12
5 C 0.748 -2.086 1.178  -0.13
6 C 3.802 0.955 -1.946  -0.23
7 C -2.634 -0.879 0.619  -0.23
8 N -0.335 -1.542 0.383  0.01
9 N 2.808 0.986 -0.862  -0.34
10 P 1.150 0.792 -1.336  0.41
11 S 0.731 1.827 -2.974  0.15
12 H -1.165 1.587 1.546  0.11
13 H 0.401 2.501 0.198  0.07
14 H -1.107 -0.730 2.206  0.14
15 H -2.778 0.575 -0.913  0.09
16 H -3.879 -0.713 -1.236  0.10
17 H -2.026 -1.136 -1.376  0.06
18 H 0.774 -1.823 2.275  0.10
19 H 0.673 -3.118 0.826  0.09
20 H 1.644 -1.674 0.720  0.05
21 H 4.140 2.043 -2.209  0.10
22 H 4.606 0.275 -1.522  0.09
23 H 3.407 0.447 -2.858  0.05
24 H -2.839 -1.965 0.989  0.14
25 H -3.320 -0.343 1.219  0.08
26 H 3.078 0.290 -0.148  0.06

Force components x, y, z for each atom (eV/Å):
C 0.5462 1.1643 -1.2789
C 0.3659 -0.2096 -0.2612
C -1.2759 0.8746 0.3812
C -2.5647 0.6647 -0.0234
C -0.4756 0.4945 -0.7916
C 0.8942 0.1995 -0.0922
C 0.9653 -1.8890 1.1338
N 0.5072 0.3709 0.6494
N -0.7750 -0.6873 0.1932
P -0.0919 0.3767 0.0667
S 0.2182 -0.5524 0.8973
H -0.2805 -0.5881 0.5003
H -0.4011 -0.5656 0.1923
H -0.0217 -0.4436 -0.4738
H 0.9228 -1.1362 -0.3916
H 2.0387 -0.4423 0.6333
H -0.3053 0.6793 -0.5425
H -0.3015 -0.7133 -0.9863
H 0.6978 -0.4023 1.0839
H 0.5440 -0.1195 0.0330
H -0.3878 -2.2067 0.4610
H -0.3660 1.3012 -0.9420
H 0.3142 0.5900 0.5247
H 0.3513 1.5022 -1.2947
H -0.6299 1.0519 0.6992
H -0.4888 0.6860 -0.3709

---

Record 2
This record from the OMol25 dataset describes 2 unconnected molecules or ions with the total composition C7H15N3O2S at a distorted geometry. The level of theory is the ωB97M-V functional and the def2-TZVPD basis.

As for the molar mass: 205.28 g/mol. The HOMO-LUMO gap (alpha / beta) comes out at 0.3137 / 0.3136 Ha. The value obtained for the HOMO energy (alpha / beta) is -0.29240 / -0.29239 hartree. For the energy above the lowest of the compared OMol25 structures with the same formula, charge and spin, the calculation gives 0.0 kcal per mole.

Last column: Löwdin charge in e.
Geometry (Å):
1 C 0.210 1.628 -1.015  -0.60
2 C 2.370 1.615 1.177  -0.04
3 C 2.540 -0.267 -0.495  -0.04
4 C -1.366 -1.550 -1.189  -0.09
5 C -2.309 -1.864 1.172  -0.10
6 C 1.677 0.393 0.577  -0.37
7 C -1.160 -1.552 0.285  -0.19
8 N -1.131 1.926 -1.118  -0.06
9 N 0.377 0.779 0.043  -0.15
10 N -0.744 0.412 0.728  -0.18
11 O 1.084 2.059 -1.733  0.07
12 O -3.192 0.714 -0.120  -0.47
13 S -2.022 1.453 0.295  0.93
14 H 2.568 2.344 0.395  0.08
15 H 1.740 2.070 1.937  0.08
16 H 3.312 1.323 1.633  0.08
17 H 2.745 0.441 -1.292  0.07
18 H 2.036 -1.134 -0.917  0.07
19 H 3.481 -0.587 -0.055  0.08
20 H -2.289 -1.039 -1.451  0.07
21 H -0.531 -1.075 -1.705  0.07
22 H -1.427 -2.579 -1.550  0.09
23 H -2.459 -2.947 1.191  0.09
24 H -3.218 -1.392 0.810  0.06
25 H -2.114 -1.533 2.189  0.08
26 H 1.454 -0.327 1.370  0.14
27 H -0.201 -1.933 0.615  0.11
28 H -1.430 2.623 -1.778  0.12

Force components x, y, z for each atom (eV/Å):
C -0.0131 -0.2322 -0.0465
C -0.0898 -0.2062 0.0225
C -0.1226 0.0474 0.1510
C 0.0325 -0.0527 -0.0715
C -0.0707 -0.1028 0.0702
C 0.3515 0.2002 0.0350
C 0.0559 2.9265 0.1484
N -0.4225 -0.4259 0.4570
N 0.6749 0.1430 -0.6964
N -1.2893 -2.9371 0.3185
O 0.2697 0.2227 -0.2257
O -0.4273 -0.4568 -0.1734
S 0.5940 0.9495 -0.2236
H 0.0414 0.0665 -0.0517
H -0.0380 0.0556 0.0908
H 0.1386 0.0054 0.0722
H 0.0330 -0.0036 -0.0543
H -0.0266 -0.1206 -0.0580
H 0.1101 -0.0815 0.0478
H -0.0018 -0.0411 0.0070
H 0.0594 0.0129 -0.0120
H 0.0671 -0.1284 -0.0207
H 0.0137 -0.0956 0.0312
H -0.0027 -0.0587 0.0173
H 0.0174 -0.0242 0.0829
H -0.0113 0.1043 -0.0963
H 0.1329 0.0671 0.0874
H -0.0764 0.1665 0.0908

---

Record 3
This record from the OMol25 dataset describes a gas-phase ion, C7H15N3O4 (charge +2) at a distorted geometry. The level of theory is the ωB97M-V functional and the def2-TZVPD basis.

As for the molar mass: 205.21 g/mol. The HOMO-LUMO gap comes out at 0.3186 Ha. The value obtained for the HOMO energy is -0.55469 hartree. The net charge is +2. For the energy above the lowest of the compared OMol25 structures with the same formula, charge and spin, the calculation gives 0.0 kcal per mole.

Last column: Löwdin charge in e.
Geometry (Å):
1 C -1.342 0.538 1.846  -0.15
2 C -0.998 1.512 0.856  -0.16
3 C -0.919 -0.750 1.883  -0.07
4 C -0.389 1.455 -0.356  -0.20
5 C 1.178 -0.386 -0.694  -0.37
6 C 2.657 -2.198 -1.148  0.05
7 C 0.042 -0.130 -3.399  -0.02
8 N 0.096 0.305 -1.026  0.06
9 N -1.439 2.891 1.182  0.26
10 N -1.545 -1.503 3.021  0.11
11 O -0.297 2.612 -1.081  0.09
12 O 1.876 0.076 0.298  0.24
13 O 1.458 -1.441 -1.380  0.06
14 O -0.658 0.010 -2.162  -0.04
15 H -2.015 0.950 2.610  0.10
16 H 3.547 -1.618 -1.400  0.12
17 H 2.584 -3.045 -1.828  0.12
18 H 2.700 -2.571 -0.123  0.12
19 H 0.447 -1.136 -3.526  0.10
20 H 0.834 0.615 -3.509  0.11
21 H -0.728 0.044 -4.152  0.12
22 H -0.877 3.299 1.944  0.20
23 H -2.431 2.908 1.459  0.19
24 H -1.292 3.467 0.330  0.17
25 H -0.794 -1.873 3.616  0.16
26 H -2.044 -2.304 2.622  0.16
27 H -2.202 -0.954 3.604  0.15
28 H -0.363 2.453 -2.034  0.14
29 H 2.674 -0.440 0.516  0.17

Force components x, y, z for each atom (eV/Å):
C -0.1919 -1.1931 1.0916
C 0.7418 -0.0461 -1.4745
C 0.4086 0.8181 -0.8248
C -0.5423 0.3238 0.3170
C 0.0136 -0.4118 0.2223
C 0.7383 -0.6058 0.0447
C 0.4251 -0.0471 -0.7670
N 0.0386 0.1388 -0.0913
N 0.1561 0.1870 -0.2396
N -0.1922 0.3434 0.1269
O 0.2459 -0.0876 0.1027
O 0.1288 -0.0435 -0.1126
O -0.6524 0.7337 0.1734
O -0.4197 -0.1407 0.9254
H -0.0554 -0.0599 0.0231
H -0.1624 0.0896 0.0002
H 0.0038 0.1276 0.1184
H -0.1394 0.0709 -0.0352
H -0.0870 0.1713 0.0836
H -0.0320 0.0080 0.0728
H 0.0804 -0.0031 0.1219
H -0.1999 -0.1139 -0.1319
H 0.2814 0.0498 -0.0931
H -0.2090 -0.0681 0.3675
H -0.2572 -0.0055 -0.1006
H 0.0865 0.0573 0.1911
H 0.1563 -0.2897 -0.0486
H -0.0864 -0.0252 0.0318
H -0.2781 0.0220 -0.0948

---

Record 4
This record from the OMol25 dataset describes 2 unconnected molecules or ions with the total composition C7H15N4O2. The level of theory is the ωB97M-V functional and the def2-TZVPD basis.

As for the molar mass: 187.22 g/mol. The HOMO-LUMO gap comes out at 0.2985 Ha. The value obtained for the HOMO energy is -0.42576 hartree. The net charge is +1. For the energy above the lowest of the compared OMol25 structures with the same formula, charge and spin, the calculation gives 73.6 kcal per mole.

Last column: Löwdin charge in e.
Geometry (Å):
1 C -1.990 1.432 -1.010  -0.07
2 C -2.558 0.831 0.253  -0.20
3 O -1.545 0.515 1.250  -0.08
4 N -0.936 1.642 1.732  0.07
5 C 0.318 1.877 1.381  -0.30
6 N 1.011 1.245 0.413  0.20
7 C 2.208 1.792 0.442  -0.07
8 N 2.289 2.796 1.312  0.11
9 N 1.084 2.830 1.960  0.15
10 H -2.800 1.574 -1.726  0.09
11 H -1.535 2.410 -0.836  0.07
12 H -1.243 0.772 -1.453  0.07
13 H -3.001 -0.147 0.074  0.13
14 H -3.312 1.471 0.721  0.12
15 H -1.400 2.111 2.499  0.18
16 H 3.032 1.524 -0.204  0.16
17 H 3.049 3.418 1.544  0.19
18 H 0.896 3.474 2.713  0.19
19 C 1.092 -2.009 -0.709  -0.04
20 C 1.182 -3.371 -1.365  -0.50
21 O 2.216 -3.759 -1.851  0.08
22 C -0.076 -4.203 -1.377  -0.02
23 H 2.067 -1.529 -0.773  0.07
24 H 0.342 -1.390 -1.204  0.07
25 H 0.792 -2.105 0.336  0.08
26 H -0.874 -3.669 -1.898  0.08
27 H -0.419 -4.379 -0.355  0.09
28 H 0.112 -5.152 -1.870  0.09

Force components x, y, z for each atom (eV/Å):
C 0.0180 -0.0246 -0.0155
C -0.0275 0.0300 0.0437
O 0.0051 -0.0871 0.0170
N -0.2034 0.0376 -0.2141
C 0.2898 0.2125 -0.0078
N 0.0509 -0.2161 0.3541
C -0.1838 0.3511 -0.3810
N 0.0649 -0.2876 0.1755
N -0.0609 0.1043 -0.0712
H 0.0446 -0.0058 0.0240
H -0.0468 -0.0371 0.0250
H -0.0414 0.0246 0.0108
H -0.0017 0.0352 -0.0115
H 0.0502 -0.0136 -0.0396
H 0.0574 -0.0682 0.0311
H -0.0245 -0.0049 0.0415
H -0.0100 -0.0428 0.0488
H 0.0299 -0.0033 -0.0356
C 0.0547 -0.0123 -0.0057
C -0.0299 0.0076 0.0061
O -0.0161 0.0081 0.0073
C 0.0357 -0.0208 -0.0181
H -0.0244 0.0344 0.0220
H -0.0078 -0.0211 -0.0120
H -0.0116 -0.0146 -0.0045
H -0.0014 0.0055 0.0029
H -0.0016 0.0056 0.0022
H -0.0083 0.0038 0.0046